1.
A molecular structure, C46H39IN6O7RbSb, computed with ωB97M-V with the def2-TZVPD basis set.

Cartesian coordinates (Å):
C  2.9045  -1.6517  -1.2156
C  3.2521  -1.6543  1.4846
C  -2.9484  5.2381  3.2201
H  -4.8910  -3.4573  2.7449
C  3.9525  -0.7321  0.7193
H  -1.7085  -3.5618  -1.3084
H  -6.2954  -1.4302  2.3584
C  -2.5510  4.1260  2.4897
C  -3.1455  6.4975  1.1858
H  2.8574  1.0792  -4.5134
C  1.6607  -3.6028  1.6246
C  -5.3455  -1.5458  1.8493
C  1.6518  -3.5667  -3.3930
H  -0.9949  4.2693  -2.3195
O  -1.2012  2.1722  0.9619
H  1.3612  2.4763  -5.9428
H  -1.8068  -1.7808  6.5445
H  4.1528  2.2313  -0.6237
N  -2.9064  -1.8376  0.5857
O  2.0105  -0.1414  8.5644
H  3.3557  -1.6810  2.5621
C  3.7932  -0.7386  -0.6543
N  2.2487  -2.5520  -0.4867
H  -1.8250  -1.9618  -5.9266
H  3.2213  4.7504  -2.9595
C  -4.8867  -0.5651  0.9807
C  -0.2030  -1.2420  5.2757
C  0.0066  3.8599  -2.3825
C  -1.9761  2.9666  0.3512
C  -1.8892  -0.8757  -5.8725
O  3.8168  2.2334  -2.6720
H  -2.5719  -0.6154  -5.0579
O  -2.0928  -2.1414  4.1725
C  1.4684  -0.5660  -4.4728
H  4.0409  -0.3306  8.2427
C  -3.3652  -2.7611  1.3992
H  -3.3663  7.4281  0.6751
H  -2.2684  -3.3008  -2.9460
O  -0.3304  -1.4581  2.9276
H  4.8610  3.6036  -1.4980
C  -2.4575  4.1836  1.1018
C  1.1531  -5.8674  -3.8032
C  -3.2385  6.4330  2.5716
C  -0.4347  -4.3694  -2.8191
C  1.0621  1.4810  -5.6343
C  1.0990  -0.7398  5.1707
C  2.3562  4.1301  -2.7428
C  2.4146  -2.5632  0.8468
C  1.1401  -0.5492  7.5689
C  -0.1820  0.9801  -5.9950
C  -1.7957  -4.0337  -2.2860
C  -0.1358  -1.0372  7.7012
C  0.1632  2.4851  -2.2278
C  1.9037  0.7023  -4.8659
C  1.4646  1.8825  -2.2635
H  -3.5207  7.3108  3.1425
C  4.6327  2.5338  -1.5601
H  0.8710  -3.1212  2.2091
C  1.0848  4.6931  -2.6451
H  -5.4589  0.3322  0.7901
C  1.7395  -0.4084  6.3363
H  1.5495  -0.6220  4.1937
H  2.3232  -4.1313  2.3159
C  -0.1069  -5.6476  -3.2723
C  2.5367  2.7762  -2.5607
H  1.2039  -4.3105  0.9355
H  -2.3034  -0.4826  -6.8022
C  -2.7656  5.3781  0.4575
C  -4.5788  -2.6765  2.0682
O  1.6566  0.6308  -2.0566
C  -0.7999  -1.3855  6.5192
H  4.6202  -0.0210  1.1933
C  -0.5318  -0.2965  -5.5796
H  3.3879  1.3287  8.1097
H  4.3186  -0.0431  -1.2950
Sb  2.8851  -1.7938  -3.3806
N  0.2963  -1.0612  -4.8567
N  0.4449  -3.3684  -2.8573
N  -2.1349  1.7247  -1.5597
H  -0.5969  -1.1456  8.6755
H  3.0311  -4.9415  -4.3117
H  -3.0246  5.1781  4.3005
H  0.9456  5.7595  -2.7795
N  -2.4573  2.8764  -0.8659
H  -3.2389  0.0092  -0.2896
H  1.4366  -6.8538  -4.1529
H  -2.7078  5.4045  -0.6239
C  -3.6568  -0.7474  0.3725
Rb  0.0360  -0.1414  0.1853
C  2.0443  -4.8086  -3.8821
H  -0.8315  -6.4496  -3.1956
H  -0.8748  0.6280  -2.6434
O  3.0215  0.0920  6.5017
C  -0.9592  -1.6544  3.9995
H  5.5684  1.9834  -1.6801
H  -2.4306  -4.9160  -2.2036
H  -2.2971  3.1927  2.9779
C  3.1974  0.2734  7.8958
H  -0.8717  1.5771  -6.5797
C  -0.9954  1.5775  -2.1184
I  -2.2477  -4.5293  1.5745

## Properties
ΔE to the lowest compared entry with this formula, charge and spin ... 93.4 kJ/mol
Largest force on an atom ... 0.0098 Eh/bohr
Total charge ... -2
Energy ... -3193.60596 a.u.
HOMO energy ... -2.1 eV
M ... 1121.99 g mol⁻¹

Mulliken atomic charge list, values in e, 6 entries: 0.142, -0.239, -0.542, 0.407, -0.980, -0.041

=====

2.
2 unconnected molecules or ions with the total composition CH4FNO2, computed with ωB97M-V with the def2-TZVPD basis set.

Cartesian coordinates (Å):
C  0.9753  0.9064  -0.0102
H  1.8109  1.6481  -0.3283
O  -1.4959  -0.9120  -0.2041
F  2.4083  -0.7944  0.1499
H  -2.4261  -0.8221  -0.0061
H  -0.7946  0.6312  -0.0497
H  -1.2959  -1.6899  0.4270
O  -0.2207  1.4229  -0.0145
N  1.0387  -0.3901  0.0360

## Properties
SMILES string ... O/C=N/F.O
ΔE to the lowest compared entry with this formula, charge and spin ... 339.0 kJ/mol
Largest force on an atom ... 0.0548 Eh/bohr
Energy ... -345.51122 a.u.
HOMO energy ... -9.9 eV
M ... 81.05 g mol⁻¹

natural (NBO) atomic charge list, values in e, 6 entries: 0.360, 0.185, -0.930, -0.285, 0.472, 0.512